C4H6O2 | ωB97M-V/def2-TZVPD

Computed properties:
Multiplicity = 1
Total charge = 0
Structure (SMILES) = O=C1CCCO1
Energy above the lowest of the compared OMol25 structures with the same formula, charge and spin = 0.179 eV

Last column: Löwdin charge in e.
Geometry (Å):
O: 0.33 -2.55 0.05  0.13
C: 0.39 -1.36 0.02  -0.49
C: -0.09 -0.39 -1.06  -0.07
C: -0.67 0.68 -0.12  -0.16
C: 0.41 0.74 0.95  -0.17
O: 0.85 -0.62 1.07  0.01
H: 0.78 -0.01 -1.61  0.13
H: -0.74 -0.90 -1.77  0.12
H: -0.91 1.68 -0.50  0.12
H: -1.57 0.28 0.36  0.12
H: -0.02 1.06 1.90  0.12
H: 1.26 1.39 0.71  0.13

***

C19H17Cl2N5O3 | ωB97M-V/def2-TZVPD

Computed properties:
Multiplicity = 1
Total charge = 0
Structure (SMILES) = Cn1c(NCc2ccco2)nc2c1c(=O)n(Cc1ccc(Cl)cc1Cl)c(=O)n2C

Last column: Löwdin charge in e.
Geometry (Å):
C: 1.55 1.30 0.37  0.02
N: 1.30 -0.04 -0.09  0.02
C: 2.10 -0.91 -0.75  -0.33
N: 3.38 -0.68 -1.16  0.08
C: 3.85 0.58 -1.71  -0.10
C: 4.54 1.41 -0.67  -0.30
C: 5.36 1.07 0.37  -0.03
C: 5.71 2.29 1.00  -0.06
C: 5.09 3.27 0.30  -0.12
O: 4.38 2.75 -0.72  0.03
N: 1.55 -2.11 -0.91  0.19
C: 0.33 -2.01 -0.34  -0.23
C: 0.13 -0.74 0.18  -0.07
C: -1.06 -0.37 0.85  -0.36
O: -1.33 0.70 1.37  0.08
N: -1.98 -1.43 0.87  0.05
C: -3.28 -1.13 1.45  -0.08
C: -3.95 0.04 0.79  -0.23
C: -4.44 1.09 1.57  -0.03
C: -5.06 2.18 1.00  -0.09
C: -5.19 2.25 -0.38  -0.68
Cl: -5.96 3.61 -1.11  0.68
C: -4.72 1.22 -1.18  -0.13
C: -4.10 0.13 -0.59  -0.57
Cl: -3.54 -1.13 -1.63  0.79
C: -1.80 -2.72 0.39  -0.49
O: -2.65 -3.58 0.51  0.06
N: -0.60 -2.99 -0.24  0.02
C: -0.35 -4.30 -0.79  0.00
H: 1.62 2.01 -0.46  0.10
H: 0.70 1.59 1.00  0.09
H: 2.47 1.33 0.96  0.10
H: 3.76 -1.51 -1.59  0.14
H: 3.04 1.17 -2.14  0.13
H: 4.56 0.35 -2.52  0.13
H: 5.66 0.08 0.65  0.11
H: 6.34 2.41 1.86  0.10
H: 5.08 4.34 0.41  0.12
H: -3.15 -0.92 2.52  0.14
H: -3.89 -2.04 1.33  0.13
H: -4.31 1.05 2.64  0.12
H: -5.43 2.99 1.62  0.11
H: -4.82 1.27 -2.25  0.10
H: -0.34 -4.25 -1.88  0.10
H: -1.14 -4.96 -0.46  0.09
H: 0.62 -4.65 -0.45  0.09

***

C18H27Cl2N9OTi | ωB97M-V/def2-TZVPD

Computed properties:
Multiplicity = 1
Total charge = +4
Energy above the lowest of the compared OMol25 structures with the same formula, charge and spin = 0.270 eV

Last column: Löwdin charge in e.
Geometry (Å):
Ti: 0.38 -0.46 -0.61  1.06
C: -2.69 -1.40 3.88  0.04
N: -2.50 -1.34 2.41  -0.08
C: -3.72 -1.50 1.59  0.04
C: -1.33 -1.15 1.87  -0.32
N: -1.13 -0.98 0.55  0.05
N: -0.23 -1.10 2.71  0.21
C: 1.07 -1.18 2.31  -0.39
N: 1.97 -1.41 3.24  0.28
N: 1.38 -1.01 1.03  0.00
H: -3.75 -1.33 4.09  0.12
H: -2.21 -0.55 4.36  0.11
H: -2.32 -2.35 4.28  0.13
H: -4.43 -2.11 2.16  0.12
H: -3.51 -2.05 0.67  0.10
H: -4.17 -0.53 1.39  0.12
H: -2.01 -1.05 0.04  0.07
H: -0.42 -1.20 3.70  0.15
H: 1.73 -1.61 4.20  0.16
H: 2.96 -1.42 3.03  0.16
H: 2.37 -1.21 0.86  0.06
C: 2.91 3.45 2.97  0.00
C: 3.46 2.37 2.27  -0.03
C: 2.71 1.73 1.29  -0.07
C: 1.43 2.21 1.00  -0.24
C: 0.88 3.28 1.70  0.00
C: 1.63 3.89 2.69  -0.01
N: 0.64 1.65 -0.08  -0.03
N: -0.04 2.50 -0.68  0.16
C: -0.99 2.00 -1.59  -0.27
C: -1.73 2.90 -2.32  0.09
C: -2.76 2.41 -3.12  0.06
C: -2.99 1.04 -3.14  0.03
C: -2.16 0.20 -2.41  -0.08
N: -1.15 0.66 -1.65  0.00
H: 3.50 3.94 3.73  0.14
H: 4.47 2.05 2.47  0.13
H: 3.17 0.95 0.70  0.06
H: -0.12 3.63 1.48  0.12
H: 1.21 4.72 3.24  0.14
H: -1.52 3.96 -2.23  0.15
H: -3.37 3.08 -3.70  0.15
H: -3.80 0.61 -3.72  0.14
H: -2.30 -0.88 -2.43  0.13
Cl: 2.70 0.10 -1.76  0.66
C: 3.72 -1.44 -1.97  -0.78
Cl: 2.93 -2.84 -1.29  0.67
H: 4.64 -1.22 -1.45  0.06
H: 3.86 -1.55 -3.04  0.06
C: 0.41 -1.12 -4.44  0.06
C: 0.14 -2.05 -3.30  -0.45
N: -0.11 -3.31 -3.51  0.30
O: 0.14 -1.63 -2.07  -0.23
H: -0.41 -1.17 -5.15  0.13
H: 1.31 -1.45 -4.97  0.13
H: 0.54 -0.10 -4.09  0.09
H: -0.13 -3.69 -4.45  0.18
H: -0.28 -3.95 -2.74  0.17

***

How do the records compare in gap between HOMO and LUMO? In the order shown, they have 11.20; 8.43; 5.67 eV.
How do the records compare in total energy? In the order shown, they have -306.49971; -2154.18199; -3038.67682 a.u..